(1)
{
  "formula": "C47H35N2O5P2S2W",
  "method": "ωB97M-V with the def2-TZVPD basis set",
  "species": ["W", "C", "C", "C", "C", "C", "C", "P", "C", "C", "C", "C", "C", "C", "C", "C", "C", "C", "C", "C", "H", "H", "H", "H", "H", "H", "H", "H", "H", "H", "H", "H", "H", "H", "O", "S", "O", "O", "C", "C", "C", "C", "C", "C", "P", "C", "C", "C", "C", "C", "C", "C", "C", "C", "C", "C", "C", "H", "H", "H", "H", "H", "H", "H", "H", "H", "H", "H", "H", "H", "H", "S", "C", "C", "N", "C", "H", "H", "H", "O", "C", "N", "C", "O", "C", "C", "C", "C", "C", "C", "H", "H", "H", "H"],
  "xyz": [[-0.59544, 0.39877, 0.66827], [2.98755, -0.45287, 6.04907], [3.87499, 0.16043, 5.17954], [3.44504, 0.58719, 3.93309], [2.11700, 0.39927, 3.54552], [1.22693, -0.20485, 4.42934], [1.66400, -0.62909, 5.67280], [1.55458, 1.11060, 1.97246], [3.03650, 1.52504, 1.04530], [3.20951, 2.82332, 0.57339], [4.33539, 3.14270, -0.17180], [5.27697, 2.16695, -0.45426], [5.10139, 0.86784, 0.00586], [3.98484, 0.54430, 0.75434], [0.54799, 2.48994, 2.44532], [0.77550, 3.58984, 3.26845], [-0.31747, 4.19109, 3.86244], [-1.58787, 3.63649, 3.69963], [-1.79881, 2.53490, 2.88369], [-0.72505, 1.97331, 2.17729], [3.32463, -0.78637, 7.02103], [4.90560, 0.31229, 5.46959], [4.14884, 1.06869, 3.26989], [0.18963, -0.33540, 4.16191], [0.96400, -1.09667, 6.35185], [2.45800, 3.57833, 0.76569], [4.46495, 4.14999, -0.54222], [6.15067, 2.41385, -1.04196], [5.83162, 0.10477, -0.22655], [3.84943, -0.47096, 1.10841], [1.78015, 3.93990, 3.46934], [-0.18538, 5.05336, 4.50151], [-2.42284, 4.06520, 4.23945], [-2.79152, 2.10204, 2.83389], [-0.67888, -1.08468, 2.21647], [-2.17113, -1.17020, 2.36593], [-2.66749, -1.19454, 3.69253], [-2.59708, -0.00196, 1.51131], [-2.66212, -2.61218, 1.48467], [-3.22164, -3.64774, 2.21462], [-3.60856, -4.81044, 1.56050], [-3.44411, -4.91532, 0.19149], [-2.89146, -3.86574, -0.53098], [-2.47680, -2.69830, 0.10119], [-1.87033, -1.31294, -0.93532], [-0.79335, -2.04651, -2.18469], [-0.09385, -3.22401, -1.93663], [0.78992, -3.71929, -2.88197], [1.00289, -3.03303, -4.06771], [0.33201, -1.84353, -4.30935], [-0.56153, -1.35237, -3.37297], [-3.41878, -0.85615, -1.78891], [-3.72237, -1.33299, -3.06361], [-4.92950, -1.00903, -3.66484], [-5.85054, -0.21590, -2.99929], [-5.56620, 0.24000, -1.71976], [-4.36136, -0.07900, -1.11590], [-3.35669, -3.53504, 3.28052], [-4.04459, -5.62353, 2.12338], [-3.75515, -5.81288, -0.32462], [-2.78853, -3.96003, -1.60434], [-0.22856, -3.75674, -1.00473], [1.31916, -4.64168, -2.68457], [1.70089, -3.41814, -4.79804], [0.50649, -1.29315, -5.22392], [-1.09326, -0.43414, -3.58934], [-3.02544, -1.96259, -3.59867], [-5.14908, -1.38586, -4.65460], [-6.79134, 0.03526, -3.46934], [-6.28783, 0.84197, -1.18375], [-4.16717, 0.26546, -0.11085], [-3.59100, 3.51002, -1.26056], [-2.62913, 2.77470, -2.46114], [-1.75749, 1.91286, -1.89474], [-1.84101, 1.82514, -0.51956], [-2.78154, 2.63608, -0.06951], [-2.72723, 3.01472, -3.50486], [-1.01328, 1.33248, -2.40873], [-3.02840, 2.73377, 0.97263], [0.81150, -1.03377, 0.03596], [1.35102, -0.21408, -0.85980], [0.71579, 0.99565, -0.78010], [1.30383, 1.91084, -1.67809], [0.95144, 3.07234, -1.82514], [2.34327, 1.12438, -2.35394], [3.24836, 1.51431, -3.33542], [4.17124, 0.59160, -3.78142], [4.20551, -0.71615, -3.24904], [3.31970, -1.12716, -2.28360], [2.36170, -0.20182, -1.83281], [3.22721, 2.52394, -3.72410], [4.88896, 0.86917, -4.54168], [4.95378, -1.40758, -3.61337], [3.35784, -2.12870, -1.87637]],
  "multiplicity": 3,
  "energy_ha": -3843.777687,
  "charge": 1
}

=====

(2)
{
  "formula": "C21H23FNO13Sr",
  "method": "ωB97M-V with the def2-TZVPD basis set",
  "species": ["Sr", "C", "C", "C", "O", "C", "C", "C", "O", "O", "O", "H", "H", "C", "C", "C", "O", "C", "C", "C", "O", "O", "O", "H", "H", "F", "C", "O", "C", "C", "N", "C", "C", "O", "C", "H", "H", "H", "H", "H", "H", "H", "H", "H", "H", "H", "H", "H", "H", "H", "C", "C", "O", "C", "O", "O", "H", "H", "H", "H"],
  "xyz": [[4.76135, 23.11241, -36.91913], [0.87297, 14.05076, -38.90233], [-0.09962, 13.88392, -37.86118], [-0.44251, 15.20334, -37.05644], [-1.31870, 15.06439, -36.26566], [0.27939, 16.47655, -37.23411], [1.15308, 16.53229, -38.31703], [1.39719, 15.24881, -39.19687], [2.13504, 15.26742, -40.27235], [1.68975, 17.70071, -38.50604], [-0.58467, 12.77568, -37.51914], [1.08608, 13.26794, -39.61519], [0.16678, 17.40873, -36.70047], [1.96038, 28.42173, -41.67737], [2.77477, 27.23542, -41.38028], [3.15140, 26.22565, -42.51745], [3.67149, 25.11279, -42.23195], [2.86193, 26.61990, -43.88258], [2.24589, 27.83643, -44.08899], [1.65247, 28.63702, -42.99989], [0.91480, 29.74899, -43.11893], [2.24555, 28.17639, -45.30476], [3.16851, 27.02999, -40.25457], [1.64051, 28.99427, -40.81930], [3.11891, 25.92860, -44.67155], [7.62392, 20.18733, -38.80680], [4.98242, 20.67886, -33.08613], [4.99845, 22.10223, -33.35529], [5.49963, 22.83529, -32.33083], [5.32507, 24.34046, -32.63331], [4.21449, 24.71523, -33.51965], [2.89107, 24.37656, -32.96469], [1.74419, 24.61504, -34.02823], [1.80750, 23.53628, -35.00049], [0.83534, 23.75144, -36.02765], [5.15226, 20.28069, -34.08650], [4.02046, 20.37239, -32.67525], [5.89082, 20.31227, -32.60810], [6.53887, 22.56567, -32.14270], [4.89221, 22.55756, -31.46943], [6.29208, 24.63365, -33.04200], [5.17335, 24.88582, -31.70183], [4.30771, 25.70217, -33.71292], [2.80777, 24.93590, -32.03286], [2.73931, 23.34036, -32.66242], [1.83846, 25.61696, -34.44700], [0.83224, 24.69644, -33.43676], [1.20809, 23.32877, -36.96065], [0.67548, 24.80247, -36.26822], [-0.11420, 23.25985, -35.81595], [11.96829, 29.37644, -36.99408], [11.92077, 29.45620, -38.51840], [10.77397, 28.56782, -38.75240], [10.53465, 27.80975, -37.71011], [9.75242, 26.86968, -37.63519], [11.25257, 28.25551, -36.62875], [11.42114, 30.17601, -36.49468], [13.00449, 29.23954, -36.68478], [12.89476, 29.13507, -38.88762], [11.84041, 30.49903, -38.82523]],
  "energy_ha": -1977.033547,
  "charge": -3
}